# 1
C23H44N3O2S5SiTi | the ωB97M-V functional and the def2-TZVPD basis

```
79
Properties=species:S:1:pos:R:3
Ti 0.198 0.148 0.175
C 4.444 1.371 -1.202
C 4.229 -0.040 -0.654
S 2.903 -0.343 0.543
C 3.355 0.727 1.914
C 2.982 2.199 1.748
S 1.275 2.420 1.192
C 1.367 3.574 -0.223
C 2.646 3.598 -1.053
S 2.994 2.092 -1.994
H 5.222 1.303 -1.963
H 4.825 2.040 -0.432
H 5.139 -0.386 -0.159
H 4.011 -0.737 -1.463
H 4.428 0.630 2.086
H 2.847 0.300 2.781
H 3.639 2.695 1.046
H 3.079 2.706 2.709
H 1.171 4.572 0.171
H 0.524 3.275 -0.845
H 3.523 3.880 -0.473
H 2.512 4.388 -1.793
C 1.101 -5.239 1.559
Si 0.928 -4.426 3.208
C 2.555 -4.477 4.109
C -0.398 -5.249 4.214
C 0.469 -2.567 3.158
C 0.400 -1.920 4.379
C 0.152 -0.546 4.495
C 0.008 0.170 3.340
N 0.052 -0.420 2.133
C 0.242 -1.759 2.020
S 0.167 -2.286 0.361
H 1.423 -6.271 1.735
H 1.850 -4.749 0.935
H 0.163 -5.266 1.004
H 2.876 -5.511 4.260
H 2.495 -4.007 5.094
H 3.332 -3.966 3.535
H -0.162 -6.305 4.370
H -1.365 -5.194 3.708
H -0.505 -4.787 5.199
H 0.548 -2.493 5.291
H 0.093 -0.056 5.457
H -0.148 1.242 3.341
C -5.196 4.263 3.775
C -4.232 5.316 3.233
C -3.171 4.777 2.277
C -2.162 3.819 2.905
N -2.647 2.438 3.005
C -2.565 1.519 2.041
S -1.847 1.842 0.509
N -3.081 0.316 2.313
C -3.331 -0.752 1.334
C -4.601 -0.534 0.522
C -5.841 -0.238 1.361
C -6.210 -1.358 2.330
H -6.023 4.728 4.311
H -4.713 3.586 4.487
H -5.621 3.662 2.966
H -3.738 5.819 4.069
H -4.804 6.083 2.708
H -2.613 5.617 1.856
H -3.646 4.267 1.434
H -1.907 4.135 3.919
H -1.246 3.793 2.321
H -3.241 2.227 3.793
H -3.564 0.219 3.195
H -3.377 -1.678 1.906
H -2.470 -0.820 0.674
H -4.766 -1.441 -0.066
H -4.428 0.277 -0.188
H -6.677 -0.060 0.682
H -5.704 0.701 1.910
H -6.368 -2.297 1.796
H -7.126 -1.127 2.873
H -5.430 -1.539 3.076
O 0.419 0.803 -1.501
O -0.737 -0.096 -1.332
```

Output
Net charge ... +1
ΔE to the lowest compared entry with this formula, charge and spin ... 1.1 kcal/mol
Calculated total energy ... -118296.630 eV
Kohn-Sham gap ... 7.8 eV

***

# 2
C23H44N6SSbSeSr | the ωB97M-V functional and the def2-TZVPD basis

```
77
Properties=species:S:1:pos:R:3
Sr 0.471 -0.625 0.875
C -3.219 3.263 2.070
N -2.931 2.656 0.769
C -2.080 3.466 -0.097
C -3.120 1.340 0.534
S -2.107 0.460 -0.530
N -4.188 0.756 1.104
C -5.425 1.492 1.392
C -4.357 -0.693 1.081
H -2.324 3.786 2.408
H -3.451 2.497 2.803
H -4.034 3.986 2.022
H -2.445 4.492 -0.065
H -2.123 3.102 -1.117
H -1.041 3.451 0.238
H -5.426 2.446 0.875
H -5.576 1.656 2.459
H -6.263 0.906 1.014
H -3.412 -1.194 1.266
H -4.739 -1.028 0.114
H -5.067 -0.960 1.863
C -1.989 0.266 5.973
C -2.447 -0.506 4.756
N -1.796 0.030 3.551
C -0.943 1.116 3.518
N -0.144 1.245 2.497
C 0.688 2.444 2.489
C 1.192 2.755 3.887
C -0.006 3.009 4.777
N -1.050 2.000 4.543
C -2.004 1.742 5.623
H -0.967 -0.019 6.236
H -2.635 0.050 6.823
H -3.530 -0.417 4.646
H -2.208 -1.566 4.851
H -1.571 -0.655 2.850
H 0.131 3.300 2.098
H 1.532 2.287 1.813
H 1.850 3.624 3.899
H 1.754 1.892 4.250
H -0.417 4.006 4.598
H 0.283 2.959 5.827
H -3.012 2.050 5.324
H -1.715 2.356 6.471
Se 2.043 -1.792 2.963
C 3.907 -1.759 2.536
C 4.759 -2.724 3.062
C 6.111 -2.675 2.753
N 6.671 -1.748 1.969
C 5.851 -0.823 1.473
C 4.488 -0.785 1.727
H 4.373 -3.504 3.704
H 6.783 -3.424 3.159
H 6.308 -0.063 0.845
H 3.895 0.019 1.310
C -1.242 -3.826 3.329
C -2.183 -3.781 2.122
Sb -1.201 -3.229 0.290
C 0.033 -4.959 0.055
C -0.696 -6.283 0.290
C -2.774 -3.662 -1.097
C -3.988 -4.375 -0.498
H -1.785 -4.133 4.227
H -0.772 -2.862 3.541
H -0.421 -4.529 3.185
H -2.998 -3.071 2.279
H -2.644 -4.752 1.947
H 0.870 -4.831 0.743
H 0.437 -4.903 -0.957
H -1.038 -6.377 1.322
H -0.033 -7.127 0.091
H -1.565 -6.393 -0.362
H -2.316 -4.257 -1.890
H -3.058 -2.706 -1.537
H -3.725 -5.327 -0.035
H -4.723 -4.586 -1.278
H -4.484 -3.766 0.261
```

Output
Net charge ... +1
ΔE to the lowest compared entry with this formula, charge and spin ... 15.3 kcal/mol
Calculated total energy ... -117056.702 eV
Kohn-Sham gap ... 7.0 eV

***

# 3
C23H44NO3OsP3 | the ωB97M-V functional and the def2-TZVPD basis

```
75
Properties=species:S:1:pos:R:3
P 2.183 -0.116 -0.809
C 3.115 -0.338 0.767
H 4.186 -0.368 0.532
H 2.813 -1.285 1.221
H 2.926 0.464 1.481
C 2.656 -1.746 -1.511
H 2.679 -1.749 -2.605
H 1.933 -2.503 -1.184
H 3.651 -2.023 -1.129
C 3.240 1.170 -1.611
H 4.275 0.795 -1.664
H 3.210 2.094 -1.012
H 2.889 1.412 -2.626
P -0.883 2.809 -1.254
C -1.148 4.021 0.097
H -1.586 4.931 -0.332
H -0.181 4.258 0.553
H -1.822 3.619 0.861
C 0.368 3.772 -2.189
H 0.343 3.560 -3.262
H 1.372 3.534 -1.806
H 0.207 4.851 -2.036
C -2.546 2.798 -2.023
H -2.811 3.804 -2.380
H -3.289 2.491 -1.276
H -2.600 2.104 -2.871
P -1.906 -1.209 -0.765
C -2.845 -1.749 0.729
H -3.387 -2.668 0.473
H -3.562 -0.974 1.019
H -2.171 -1.934 1.570
C -3.412 -1.077 -1.819
H -4.129 -1.848 -1.498
H -3.197 -1.196 -2.885
H -3.869 -0.087 -1.670
C -0.876 -2.681 -1.077
H -1.524 -3.567 -1.159
H -0.170 -2.796 -0.243
H -0.300 -2.566 -2.001
Os -0.313 0.733 -0.333
C 0.811 1.751 0.789
O 1.443 2.386 1.557
C -1.807 1.076 0.756
O -2.699 1.354 1.485
C -1.495 0.204 -4.080
C -0.924 -1.057 -3.900
C 0.461 -1.194 -3.834
C 1.278 -0.076 -3.980
C 0.715 1.180 -4.187
C -0.672 1.320 -4.234
H -2.579 0.317 -4.100
H -1.554 -1.943 -3.821
H 0.904 -2.181 -3.670
H 2.363 -0.189 -3.962
H 1.357 2.053 -4.316
H -1.114 2.296 -4.419
O 0.247 -1.101 1.342
C 0.099 -1.281 2.587
C 0.528 -2.576 3.220
C 1.709 -2.366 4.165
C 1.282 -1.873 5.550
C 0.692 -0.476 5.569
C -0.615 -0.329 4.805
N -0.419 -0.311 3.356
H -0.334 -3.019 3.746
H 0.802 -3.271 2.414
H 2.252 -3.318 4.242
H 2.413 -1.667 3.698
H 0.542 -2.573 5.959
H 2.153 -1.904 6.207
H 0.475 -0.196 6.607
H 1.413 0.257 5.200
H -1.314 -1.133 5.075
H -1.111 0.618 5.039
H -0.820 0.480 2.862
```

Output
2S+1 ... 5
Net charge ... +4
Calculated total energy ... -62485.948 eV
Kohn-Sham gap (spin up / spin down) ... 6.6 / 3.0 eV

***

Please write out number 3 again, unchanged.
C23H44NO3OsP3 | the ωB97M-V functional and the def2-TZVPD basis

```
75
Properties=species:S:1:pos:R:3
P 2.183 -0.116 -0.809
C 3.115 -0.338 0.767
H 4.186 -0.368 0.532
H 2.813 -1.285 1.221
H 2.926 0.464 1.481
C 2.656 -1.746 -1.511
H 2.679 -1.749 -2.605
H 1.933 -2.503 -1.184
H 3.651 -2.023 -1.129
C 3.240 1.170 -1.611
H 4.275 0.795 -1.664
H 3.210 2.094 -1.012
H 2.889 1.412 -2.626
P -0.883 2.809 -1.254
C -1.148 4.021 0.097
H -1.586 4.931 -0.332
H -0.181 4.258 0.553
H -1.822 3.619 0.861
C 0.368 3.772 -2.189
H 0.343 3.560 -3.262
H 1.372 3.534 -1.806
H 0.207 4.851 -2.036
C -2.546 2.798 -2.023
H -2.811 3.804 -2.380
H -3.289 2.491 -1.276
H -2.600 2.104 -2.871
P -1.906 -1.209 -0.765
C -2.845 -1.749 0.729
H -3.387 -2.668 0.473
H -3.562 -0.974 1.019
H -2.171 -1.934 1.570
C -3.412 -1.077 -1.819
H -4.129 -1.848 -1.498
H -3.197 -1.196 -2.885
H -3.869 -0.087 -1.670
C -0.876 -2.681 -1.077
H -1.524 -3.567 -1.159
H -0.170 -2.796 -0.243
H -0.300 -2.566 -2.001
Os -0.313 0.733 -0.333
C 0.811 1.751 0.789
O 1.443 2.386 1.557
C -1.807 1.076 0.756
O -2.699 1.354 1.485
C -1.495 0.204 -4.080
C -0.924 -1.057 -3.900
C 0.461 -1.194 -3.834
C 1.278 -0.076 -3.980
C 0.715 1.180 -4.187
C -0.672 1.320 -4.234
H -2.579 0.317 -4.100
H -1.554 -1.943 -3.821
H 0.904 -2.181 -3.670
H 2.363 -0.189 -3.962
H 1.357 2.053 -4.316
H -1.114 2.296 -4.419
O 0.247 -1.101 1.342
C 0.099 -1.281 2.587
C 0.528 -2.576 3.220
C 1.709 -2.366 4.165
C 1.282 -1.873 5.550
C 0.692 -0.476 5.569
C -0.615 -0.329 4.805
N -0.419 -0.311 3.356
H -0.334 -3.019 3.746
H 0.802 -3.271 2.414
H 2.252 -3.318 4.242
H 2.413 -1.667 3.698
H 0.542 -2.573 5.959
H 2.153 -1.904 6.207
H 0.475 -0.196 6.607
H 1.413 0.257 5.200
H -1.314 -1.133 5.075
H -1.111 0.618 5.039
H -0.820 0.480 2.862
```

Output
2S+1 ... 5
Net charge ... +4
Calculated total energy ... -62485.948 eV
Kohn-Sham gap (spin up / spin down) ... 6.6 / 3.0 eV